Entry from the Open Molecules 2025 dataset: a structure of composition C24H35GeIIrN3Si2 (ωB97M-V with the def2-TZVPD basis set).

Summary:
- HOMO-LUMO gap (alpha / beta) (eV) = 2.997 / 2.998
- HOMO energy (alpha / beta) (eV) = 1.4 / 1.4
- net charge = -2
- 2S+1 = 1
- relative energy (zero: lowest compared OMol25 entry of this formula, charge and spin) (kJ/mol) = 143.4

Last column: Mulliken charge in e.
Atoms and positions in Å:
Ir  -0.865  0.301  -0.228  1.676
I  -3.486  1.370  -0.258  -0.547
Ge  -1.079  -3.521  -0.240  0.073
Si  1.543  0.299  -0.127  0.434
Si  -0.796  0.234  2.121  1.164
N  -0.687  0.471  -2.463  -0.689
N  -0.344  2.716  -0.515  0.378
N  -1.206  2.772  -2.711  0.227
C  -0.956  5.423  -0.239  -0.500
C  -0.854  0.186  -5.253  -0.462
C  -0.288  4.736  0.776  -1.171
C  3.398  0.345  2.137  -0.582
C  1.409  0.387  4.043  -0.516
C  3.743  0.392  3.482  -0.585
C  -1.811  -4.693  1.245  -1.542
C  2.739  0.419  4.443  -0.669
C  -0.015  3.402  0.579  -0.968
C  -0.480  -0.885  -4.442  -1.095
C  -1.112  1.388  -4.630  -0.997
C  0.868  -3.966  -0.118  -1.458
C  1.049  0.332  2.695  0.270
C  -1.428  -1.303  3.084  -1.027
C  2.064  0.316  1.725  0.211
C  -1.630  1.652  3.143  -1.291
C  -0.931  3.385  -1.509  0.338
C  -1.632  -1.715  -0.245  -0.326
C  -0.982  1.511  -3.242  0.630
C  2.563  -1.137  -0.913  -1.039
C  2.537  1.773  -0.892  -1.451
C  -0.437  -0.695  -3.081  0.256
C  -1.266  4.741  -1.392  -0.883
C  -1.645  -4.522  -1.910  -1.426
H  -1.472  1.517  4.218  0.387
H  -1.396  2.260  -5.210  0.345
H  2.172  1.984  -1.904  0.253
H  1.339  -3.394  0.684  0.375
H  -0.945  -2.203  2.703  -0.065
H  2.996  0.463  5.497  0.343
H  0.631  0.405  4.803  0.187
H  -2.813  -4.383  1.552  0.370
H  -1.156  -4.610  2.116  0.376
H  3.601  1.532  -0.965  0.488
H  -1.087  -4.131  -2.764  0.246
H  -0.223  -1.519  -2.408  0.111
H  -2.706  1.667  2.958  0.327
H  -1.242  2.636  2.863  0.262
H  2.435  2.692  -0.310  0.339
H  -2.720  -1.704  -0.130  0.311
H  4.190  0.328  1.391  0.192
H  -0.941  0.080  -6.327  0.392
H  0.997  -5.030  0.106  0.458
H  -1.231  -1.228  4.162  0.391
H  3.641  -0.961  -0.829  0.510
H  2.337  -2.091  -0.437  0.043
H  -2.503  -1.424  2.936  0.314
H  -1.228  6.464  -0.119  0.366
H  2.323  -1.229  -1.977  0.291
H  -0.244  -1.854  -4.862  0.380
H  0.489  2.817  1.341  0.725
H  4.786  0.410  3.783  0.352
H  -2.708  -4.373  -2.112  0.360
H  1.399  -3.749  -1.048  0.374
H  -1.451  -5.599  -1.825  0.411
H  -0.009  5.229  1.696  0.434
H  -1.776  5.237  -2.210  0.357
H  -1.617  3.397  -3.380  0.166
H  -1.850  -5.747  0.943  0.400

Entry from the Open Molecules 2025 dataset: a cluster of 6 separate species, C34H31O13PS in total (ωB97M-V with the def2-TZVPD basis set).

Summary:
- HOMO-LUMO gap (eV) = 7.830
- SMILES = O=C1C=CC(=O)C=C1.O=C1C=CC(=O)C=C1.O=C1C=CC(=O)C=C1.O=C1C=CC(=O)C=C1.O=C1C=CC(=O)C=C1.CCCOPS(C)(=O)=O
- HOMO energy (eV) = -9.6
- net charge = 0
- 2S+1 = 1

Last column: Mulliken charge in e.
Atoms and positions in Å:
S  -5.287  -1.593  1.999  0.990
P  -4.175  0.221  1.644  -0.080
O  1.251  2.289  -3.472  -0.578
O  -1.174  1.861  -0.825  -0.407
O  -2.882  0.371  2.764  -0.333
O  -3.420  -0.767  -8.222  -0.552
O  9.366  -0.643  -0.573  -0.545
O  -0.550  -1.098  -3.771  -0.343
O  3.314  -2.591  -3.179  -0.625
O  0.746  -0.454  6.313  -0.528
O  -5.725  -2.256  0.706  -0.635
O  6.546  -0.303  -5.054  -0.546
O  -3.234  6.742  -1.114  -0.558
O  -4.480  -2.497  2.930  -0.582
O  -1.884  -0.644  10.917  -0.547
C  -2.629  3.460  0.100  -0.236
C  6.840  -1.351  -2.968  -0.231
C  7.195  -0.380  -4.025  0.353
C  3.225  -0.538  -4.325  -0.384
C  -1.593  0.035  -6.974  -0.475
C  -3.099  -1.815  -6.139  -0.394
C  1.855  -0.992  -2.252  -0.678
C  -1.063  -2.679  3.476  -1.188
C  0.053  0.030  9.763  -0.390
C  0.141  -0.497  7.370  0.484
C  -1.731  -0.451  2.314  -0.111
C  0.714  0.079  8.605  -0.383
C  -1.281  -0.601  9.860  0.326
C  1.334  0.233  -2.326  -0.121
C  8.364  0.493  -3.786  -0.340
C  -2.761  -0.842  -7.200  0.261
C  -2.760  5.621  -1.048  0.254
C  -3.149  4.686  0.029  -0.508
C  -1.209  -1.022  -4.795  0.398
C  -0.954  -1.078  3.560  0.027
C  -0.871  -0.050  -5.855  -0.042
C  -1.255  3.917  -1.971  -0.333
C  -6.843  -1.160  2.953  -0.858
C  -1.776  5.144  -2.043  -0.438
C  9.073  0.405  -2.659  -0.395
C  -2.377  -1.899  -5.021  -0.416
C  2.838  -1.470  -3.245  0.279
C  -1.853  -1.179  8.625  -0.488
C  2.706  0.688  -4.399  -0.334
C  -1.645  2.984  -0.893  0.360
C  7.549  -1.438  -1.841  -0.394
C  1.723  1.166  -3.404  0.363
C  -1.192  -1.129  7.467  -0.050
C  8.719  -0.566  -1.602  0.366
H  -0.012  0.585  -5.673  0.308
H  -2.093  -3.027  3.806  0.210
H  -1.504  5.842  -2.825  0.456
H  2.978  1.385  -5.182  0.509
H  7.305  -2.144  -1.057  0.434
H  -2.610  -2.606  -4.234  0.437
H  -0.532  3.551  -2.690  0.522
H  -1.005  0.136  1.667  0.066
H  -3.523  -0.034  0.372  0.157
H  1.584  -1.689  -1.468  0.478
H  0.456  0.447  10.677  0.398
H  8.608  1.199  -4.570  0.414
H  -3.872  5.051  0.748  0.445
H  -6.539  -0.317  3.657  0.304
H  0.147  -0.815  3.572  0.302
H  0.612  0.599  -1.607  0.547
H  -0.309  -3.183  4.172  0.346
H  -2.899  2.761  0.882  0.422
H  -3.958  -2.448  -6.322  0.408
H  -2.830  -1.638  8.714  0.431
H  -1.509  -0.724  4.496  -0.072
H  1.691  0.539  8.516  0.414
H  5.980  -1.982  -3.160  0.480
H  -7.125  -2.095  3.523  0.342
H  3.948  -0.904  -5.045  0.536
H  -2.160  -1.306  1.703  0.400
H  -1.596  -1.547  6.553  0.356
H  -7.600  -0.822  2.182  0.293
H  -0.907  -3.038  2.407  0.394
H  -1.360  0.742  -7.761  0.445
H  9.932  1.035  -2.467  0.399